Molecular formula: C4H11N3O2
Method: DFT, the ωB97M-V functional and the def2-TZVPD basis

The value obtained for the energy relative to the best compared isomer or geometry (same formula, charge and spin) is 39.4 kcal per mole. For the max |F|, the calculation gives 0.092 Eh/bohr. As for the charge: 0. Its HOMO energy is -8.778 eV. The calculation puts the gap between HOMO and LUMO at 9.54 eV. Its SMILES is CN=C(N)N.CC(=O)O.

Structure (XYZ):
```
20
Properties=species:S:1:pos:R:3:forces:R:3:mulliken_charge:R:1
C -2.43933 0.81205 0.26374 -0.090 0.526 -1.130 -0.9531
C -0.31580 1.19458 1.12389 -0.772 -1.359 -0.648 0.5614
N -1.04951 0.34943 0.37477 1.127 2.611 1.950 -0.4194
N -0.87099 2.14897 1.98300 -0.799 0.241 0.558 -0.4323
N 1.08127 1.18561 1.14080 -0.231 2.199 0.506 -0.5516
H -0.42879 -1.17059 -0.22822 0.589 -0.145 -1.044 0.5165
H -3.06205 -0.07328 -0.04947 0.419 1.195 0.219 0.2924
H -2.40835 1.66379 -0.61675 -0.711 -1.947 2.314 0.2597
H -1.94059 2.10642 2.06170 2.871 0.373 0.254 0.1277
H -0.30950 2.55871 2.79255 -1.197 -1.133 -1.881 0.2468
H 1.59436 0.79921 0.36129 -0.684 -0.867 -0.340 0.3450
H 1.37735 2.18498 1.16918 -0.178 -1.112 0.461 0.2908
H -2.86195 1.22664 1.26190 0.065 -0.813 -1.922 0.2479
C 1.96028 -2.59016 -2.00584 1.095 1.540 -0.354 -1.0287
C 1.21373 -1.42439 -1.33153 -0.612 -4.697 0.233 0.6906
O -0.00132 -1.87002 -0.85696 0.849 1.765 -0.090 -0.4892
O 1.86515 -0.51026 -0.98468 0.386 3.334 0.725 -0.5980
H 1.96248 -2.68627 -3.06790 -1.012 0.007 -0.892 0.2919
H 1.57507 -3.42769 -1.52152 -0.317 -1.796 0.406 0.3125
H 3.05845 -2.47775 -1.86995 -0.798 0.077 0.675 0.2890
```
Positions in Å, forces in eV/Å.

Molecular formula: C4H11N3O2
Method: DFT, the ωB97M-V functional and the def2-TZVPD basis

The value obtained for the energy relative to the best compared isomer or geometry (same formula, charge and spin) is 45.2 kcal per mole. For the max |F|, the calculation gives 0.109 Eh/bohr. As for the charge: 0. Its HOMO energy is -8.817 eV. The calculation puts the gap between HOMO and LUMO at 9.70 eV. Its SMILES is [H]/N=C(/N)NC.CC(=O)O.

Structure (XYZ):
```
20
Properties=species:S:1:pos:R:3:forces:R:3:mulliken_charge:R:1
C 3.90569 0.56029 -0.29932 -1.716 0.322 0.894 -0.6552
C 1.44004 -0.03188 -0.58578 0.243 -0.273 0.720 0.6110
N 0.60601 -1.11030 -0.76048 0.054 -0.267 0.194 -0.3947
N 2.66247 -0.22484 0.20930 0.144 -1.746 -3.288 -0.3343
N 0.97107 1.05029 -1.04875 -2.129 -1.710 -0.067 -0.6828
H 0.75901 -1.99348 -0.31349 -0.002 0.011 0.367 0.1858
H -0.37453 -0.88943 -0.98191 1.045 -0.271 0.230 0.2365
H 2.88137 -1.26490 0.10529 -0.227 1.799 0.464 0.2537
H 1.54395 1.77385 -1.26519 2.188 2.627 0.006 0.1467
H -1.40162 0.86861 -0.06916 -2.617 0.073 0.777 0.2580
H 3.50509 1.53749 -0.75619 0.977 -1.340 1.138 0.2750
H 4.59614 0.09214 -1.02974 -0.874 -0.215 0.248 0.2343
H 4.42531 0.62865 0.67144 0.250 0.901 -0.804 0.2163
C -4.28713 -0.17929 1.12640 -0.590 -0.424 1.115 -0.9812
C -2.89742 -0.25033 0.63545 4.501 1.773 -2.848 0.8879
O -2.08577 -1.11524 0.33675 -2.270 -1.692 1.491 -0.5989
O -2.39147 0.97799 0.24139 0.611 0.639 0.334 -0.5211
H -4.37074 0.43281 2.06827 0.321 -0.501 -1.009 0.2953
H -4.62258 -1.21480 1.37662 -0.055 0.944 -0.523 0.2936
H -4.86488 0.35240 0.33911 0.149 -0.650 0.562 0.2742
```
Positions in Å, forces in eV/Å.

Molecular formula: C4H11N3O2
Method: DFT, the ωB97M-V functional and the def2-TZVPD basis

The value obtained for the energy relative to the best compared isomer or geometry (same formula, charge and spin) is 195.7 kcal per mole. For the max |F|, the calculation gives 0.015 Eh/bohr. As for the charge: 0. Its HOMO energy (spin up / spin down) is -7.434 / -7.365 eV. The calculation puts the gap between HOMO and LUMO (spin up / spin down) at 7.65 / 7.45 eV.

Structure (XYZ):
```
20
Properties=species:S:1:pos:R:3:forces:R:3:mulliken_charge:R:1
C -0.99568 0.63474 0.83572 0.182 -0.050 -0.413 0.2796
C 0.95221 -1.64755 -0.63654 0.080 0.101 -0.058 -0.8357
C -1.77380 -0.59763 1.09747 -0.009 -0.057 0.017 -1.1801
C 0.33278 0.91780 1.42579 0.023 -0.025 0.021 -0.9258
N 0.58425 0.39804 -1.63417 0.132 0.767 -0.105 0.9606
N 0.03006 -0.58076 -0.99178 -0.261 0.238 0.212 -0.4826
O 1.94671 0.37771 -1.98492 -0.583 0.001 0.157 -0.4703
N 0.02438 1.59102 -1.77272 0.177 -0.714 0.188 -0.4988
O -1.15253 1.58932 -1.32096 0.373 -0.286 0.080 -0.4484
H 2.06972 1.27817 -2.33570 -0.049 -0.063 0.045 0.4244
H -1.60368 1.51421 0.69330 -0.012 0.003 0.023 0.3607
H 0.38904 -2.38058 -0.06296 0.010 0.019 -0.017 0.2882
H 1.80816 -1.30223 -0.04434 -0.030 -0.005 -0.011 0.3224
H 1.34685 -2.14309 -1.52872 -0.032 0.023 0.049 0.3209
H 0.92460 1.55030 0.75346 -0.046 -0.011 -0.034 0.3374
H -1.14595 -1.45584 1.33265 0.014 0.036 -0.014 0.2163
H -2.39055 -0.83643 0.22859 0.029 0.034 0.017 0.3496
H -2.45718 -0.42280 1.94052 0.059 0.024 -0.064 0.3824
H 0.89856 0.01549 1.65553 -0.035 -0.006 -0.016 0.2282
H 0.21205 1.50012 2.34979 -0.024 -0.030 -0.075 0.3710
```
Positions in Å, forces in eV/Å.

Molecular formula: C4H11N3O2
Method: DFT, the ωB97M-V functional and the def2-TZVPD basis

The value obtained for the energy relative to the best compared isomer or geometry (same formula, charge and spin) is 147.2 kcal per mole. For the max |F|, the calculation gives 0.062 Eh/bohr. As for the charge: 0. Its HOMO energy is -6.853 eV. The calculation puts the gap between HOMO and LUMO at 7.17 eV.

Structure (XYZ):
```
20
Properties=species:S:1:pos:R:3:forces:R:3:mulliken_charge:R:1
C 0.47606 -0.73414 -1.53584 0.825 -0.145 0.554 -0.9289
C -1.22928 -1.58120 -0.04640 -0.061 0.395 0.235 -0.9311
C 0.92381 -1.03558 1.51114 -0.787 -0.535 -3.045 -0.4424
N -0.04457 -0.72429 -0.15812 0.875 0.396 3.007 -0.0093
H -0.19407 -0.17971 -2.19977 -0.060 0.018 0.275 0.3103
H 0.55450 -1.76634 -1.88251 -0.094 -0.005 -0.040 0.3563
H 1.47500 -0.30045 -1.56082 -0.133 0.184 0.041 0.3088
H -0.96819 -2.61216 -0.29294 0.176 0.064 0.014 0.3727
H -2.00859 -1.25070 -0.73663 0.058 0.131 0.109 0.3139
H -1.60664 -1.53437 0.97364 -0.098 0.064 -0.140 0.3403
H 0.95616 -2.11155 1.39424 0.510 -0.083 0.129 0.3060
H 0.33117 -0.72928 2.36346 -0.444 0.282 -0.554 0.2797
H 1.82825 -0.45843 1.37397 0.012 -0.113 -0.154 0.2818
C 0.52324 1.80679 0.22444 -0.353 -0.642 -2.072 0.4398
N -0.06755 2.98381 -0.07949 -0.022 0.070 0.358 -0.3780
N -0.42787 0.78015 0.57013 -0.554 0.580 1.458 0.3734
O -1.67513 1.10205 0.49609 -0.006 -0.148 -0.812 -0.8167
O 1.72574 1.60310 0.15280 0.074 -0.237 0.405 -0.6341
H 0.50405 3.72763 -0.43953 0.023 -0.086 0.169 0.2280
H -1.07610 3.01470 -0.12786 0.060 -0.189 0.064 0.2296
```
Positions in Å, forces in eV/Å.

Molecular formula: C4H11N3O2
Method: DFT, the ωB97M-V functional and the def2-TZVPD basis

The value obtained for the energy relative to the best compared isomer or geometry (same formula, charge and spin) is 33.9 kcal per mole. For the max |F|, the calculation gives 0.032 Eh/bohr. As for the charge: 0. Its HOMO energy is -8.890 eV. The calculation puts the gap between HOMO and LUMO at 9.63 eV. Its SMILES is [H]/N=C(/N)NC.CC(=O)O.

Structure (XYZ):
```
20
Properties=species:S:1:pos:R:3:forces:R:3:mulliken_charge:R:1
C -2.71432 -2.65659 -0.21724 -0.314 0.146 -0.220 -0.8706
C -0.58999 -1.63192 0.34329 -0.272 -0.352 -0.400 0.3648
N 0.39743 -2.29236 1.00806 0.509 0.174 0.034 -0.3469
N -1.32120 -2.44341 -0.56266 -0.279 -0.545 0.319 -0.2808
N -0.85456 -0.42275 0.61295 0.324 0.715 -0.195 -0.5821
H 0.42133 -3.28905 1.05346 0.027 -0.161 -0.335 0.2076
H 1.21482 -1.77244 1.26842 -0.102 -0.007 0.378 0.2034
H -1.06458 -2.46937 -1.53195 0.173 0.157 0.048 0.2277
H -1.45138 -0.03138 -0.11342 -0.187 -0.091 0.232 0.2012
H 1.37521 2.73423 -2.02611 -0.600 0.115 -0.042 0.2977
H -3.35037 -2.85994 -1.07813 0.256 0.052 -0.212 0.3284
H -3.12696 -1.77782 0.27509 -0.110 0.021 0.101 0.3310
H -2.81860 -3.51484 0.44000 -0.054 -0.110 0.258 0.2258
C 1.85633 1.50661 0.71064 -0.404 -0.273 0.398 -0.6369
C 1.32075 2.60495 -0.13073 -0.220 -0.108 -1.651 0.5324
O 1.13146 3.76165 0.08800 0.380 0.069 0.663 -0.5243
O 0.99437 2.09949 -1.40198 0.753 -0.025 0.385 -0.4455
H 2.39782 0.78696 0.11004 -0.214 -0.156 -0.261 0.2710
H 0.96908 1.03489 1.15451 0.245 -0.208 -0.023 0.1260
H 2.52871 1.82614 1.48036 0.089 0.587 0.522 0.3699
```
Positions in Å, forces in eV/Å.

Molecular formula: C4H11N3O2
Method: DFT, the ωB97M-V functional and the def2-TZVPD basis

The value obtained for the energy relative to the best compared isomer or geometry (same formula, charge and spin) is 14.1 kcal per mole. For the max |F|, the calculation gives 0.037 Eh/bohr. As for the charge: 0. Its HOMO energy is -8.368 eV. The calculation puts the gap between HOMO and LUMO at 9.23 eV. Its SMILES is CN(C)[C@H](N)OC(N)=O.

Structure (XYZ):
```
20
Properties=species:S:1:pos:R:3:forces:R:3:mulliken_charge:R:1
C 0.92612 0.00743 -1.45079 -0.021 -0.145 0.577 -0.9744
C -0.41250 -1.97488 -1.23335 -0.007 0.120 0.028 -1.1041
N -0.27311 -0.57098 -0.89094 -1.268 -0.190 -0.498 0.0020
C 0.85961 1.22108 1.36025 -1.260 0.938 1.050 0.6599
N 1.10731 2.55180 1.47409 0.031 0.036 -0.401 -0.3824
O 1.53798 0.36987 1.87243 -0.003 -0.373 -0.637 -0.5674
H 0.44756 3.21607 1.11124 0.052 -0.015 0.052 0.2071
H 1.86053 2.85183 2.06627 -0.012 -0.063 -0.101 0.2485
H 1.82324 -0.43711 -0.99826 0.228 0.252 -0.031 0.3501
H 0.95013 -0.21310 -2.51637 -0.068 -0.006 -0.051 0.3476
H -1.33509 -2.37683 -0.82521 -0.002 0.048 0.064 0.3925
H 0.42823 -2.56936 -0.85161 0.089 -0.125 -0.060 0.3230
H -0.46764 -2.06747 -2.31659 0.144 -0.109 -0.072 0.3351
H 0.90889 1.08909 -1.33756 0.200 -0.004 0.060 0.2719
N -2.09643 -0.55213 0.58728 -0.039 0.226 0.069 -0.6431
C -0.69942 -0.30144 0.46877 0.650 -0.786 -0.319 -0.0215
O -0.39129 1.05887 0.76470 1.500 -0.138 0.373 -0.4239
H -2.61250 0.08285 -0.01132 -0.002 -0.028 -0.038 0.2489
H -2.40186 -0.42815 1.54517 0.025 -0.048 -0.042 0.2694
H -0.15975 -0.95744 1.18180 -0.237 0.410 -0.022 0.4608
```
Positions in Å, forces in eV/Å.

Molecular formula: C4H11N3O2
Method: DFT, the ωB97M-V functional and the def2-TZVPD basis

The value obtained for the energy relative to the best compared isomer or geometry (same formula, charge and spin) is 87.5 kcal per mole. For the max |F|, the calculation gives 0.196 Eh/bohr. As for the charge: 0. Its HOMO energy is -8.802 eV. The calculation puts the gap between HOMO and LUMO at 9.24 eV. Its SMILES is CN=C(N)N.CC(=O)O.

Structure (XYZ):
```
20
Properties=species:S:1:pos:R:3:forces:R:3:mulliken_charge:R:1
C 1.71856 -0.33071 -0.42998 2.966 1.799 3.728 -0.7192
C 0.71080 -1.15979 1.66201 1.671 0.550 2.804 0.6033
N 0.90250 -1.83829 2.91113 3.605 -3.669 -1.578 -0.6787
N 1.69489 -0.98450 0.89056 -0.307 -1.258 -1.308 -0.5362
N -0.50747 -0.56190 1.74997 -1.841 1.823 0.031 -0.4010
H 1.87130 -2.40366 2.85144 -2.853 1.885 0.190 0.3054
H 0.98441 -1.23812 3.68337 -0.057 1.129 1.094 0.2252
H -2.99212 0.95929 -2.66355 1.801 -0.066 0.509 0.3806
H -1.12500 -0.50075 2.57105 1.386 -0.809 -0.226 0.2335
H -1.08877 -0.71454 0.99546 -1.222 0.079 -2.160 0.1843
H 2.12233 0.72136 -0.17174 -1.254 -1.013 -0.721 0.2490
H 0.91839 -0.37421 -1.05563 -2.327 0.078 -0.944 0.1769
H 2.54998 -0.68313 -0.99625 0.658 -0.854 -0.308 0.3601
C -1.20971 1.74231 -1.34202 2.509 -2.706 4.420 -0.9821
C -0.89268 0.70697 -2.35412 -8.329 5.360 1.865 0.8223
O -2.15855 0.47298 -2.85709 -0.546 -2.776 -2.753 -0.5770
O 0.09230 0.26907 -2.69086 4.370 -2.818 -2.550 -0.4591
H -2.15010 1.75048 -0.82606 -0.782 -0.552 -0.358 0.3147
H -0.95124 2.70880 -1.41019 1.158 3.520 -1.514 0.3819
H -0.48982 1.45835 -0.51751 -0.604 0.298 -0.222 0.1161
```
Positions in Å, forces in eV/Å.

Molecular formula: C4H11N3O2
Method: DFT, the ωB97M-V functional and the def2-TZVPD basis

The value obtained for the energy relative to the best compared isomer or geometry (same formula, charge and spin) is 48.2 kcal per mole. For the max |F|, the calculation gives 0.077 Eh/bohr. As for the charge: 0. Its HOMO energy is -8.843 eV. The calculation puts the gap between HOMO and LUMO at 9.51 eV. Its SMILES is [H]/N=C(/N)NC.CC(=O)O.

Structure (XYZ):
```
20
Properties=species:S:1:pos:R:3:forces:R:3:mulliken_charge:R:1
C -0.80201 0.14542 -4.26315 0.681 -0.400 -0.202 -0.8062
C -0.08765 0.76024 -1.94712 2.670 0.887 -2.785 0.4724
N -1.05214 1.43250 -1.51862 -0.791 -0.839 1.859 -0.6214
N 0.22130 0.63866 -3.34715 -0.916 -0.549 0.845 -0.2649
N 1.07256 0.28352 -1.23754 -0.717 0.009 1.374 -0.5674
H -1.78323 1.63902 -2.18453 0.211 0.069 -0.366 0.2335
H 1.05155 0.94962 3.21105 -0.060 -0.391 0.312 0.3488
H 1.16715 0.35412 -3.52781 -0.097 -0.595 0.158 0.2604
H 1.80568 0.97555 -1.12044 -0.103 0.258 -0.623 0.2559
H 0.85945 0.05531 -0.26777 -0.355 -0.129 -0.140 0.2213
H -1.59889 0.88979 -4.20479 -0.281 -0.479 -0.650 0.2699
H -1.17305 -0.91714 -4.14156 0.203 1.083 0.644 0.2309
H -0.31441 0.07722 -5.24350 -0.479 0.617 -0.048 0.3155
C -0.88017 -1.58910 3.56686 2.254 -2.144 0.259 -1.0050
C 0.20236 -0.71573 2.99698 1.178 -1.871 1.135 0.7217
O 0.40894 0.39070 3.69110 -0.083 1.533 -0.366 -0.4361
O 0.98489 -1.15982 2.17776 -0.824 1.057 -0.267 -0.5752
H -1.13686 -2.14685 2.68615 -1.973 0.160 -0.410 0.3365
H -1.49223 -1.32599 4.42946 -0.440 0.454 -0.941 0.3326
H -0.30077 -2.50120 3.93399 -0.076 1.270 0.213 0.2769
```
Positions in Å, forces in eV/Å.

Please write out number 3 again, unchanged.
Molecular formula: C4H11N3O2
Method: DFT, the ωB97M-V functional and the def2-TZVPD basis

The value obtained for the energy relative to the best compared isomer or geometry (same formula, charge and spin) is 195.7 kcal per mole. For the max |F|, the calculation gives 0.015 Eh/bohr. As for the charge: 0. Its HOMO energy (spin up / spin down) is -7.434 / -7.365 eV. The calculation puts the gap between HOMO and LUMO (spin up / spin down) at 7.65 / 7.45 eV.

Structure (XYZ):
```
20
Properties=species:S:1:pos:R:3:forces:R:3:mulliken_charge:R:1
C -0.99568 0.63474 0.83572 0.182 -0.050 -0.413 0.2796
C 0.95221 -1.64755 -0.63654 0.080 0.101 -0.058 -0.8357
C -1.77380 -0.59763 1.09747 -0.009 -0.057 0.017 -1.1801
C 0.33278 0.91780 1.42579 0.023 -0.025 0.021 -0.9258
N 0.58425 0.39804 -1.63417 0.132 0.767 -0.105 0.9606
N 0.03006 -0.58076 -0.99178 -0.261 0.238 0.212 -0.4826
O 1.94671 0.37771 -1.98492 -0.583 0.001 0.157 -0.4703
N 0.02438 1.59102 -1.77272 0.177 -0.714 0.188 -0.4988
O -1.15253 1.58932 -1.32096 0.373 -0.286 0.080 -0.4484
H 2.06972 1.27817 -2.33570 -0.049 -0.063 0.045 0.4244
H -1.60368 1.51421 0.69330 -0.012 0.003 0.023 0.3607
H 0.38904 -2.38058 -0.06296 0.010 0.019 -0.017 0.2882
H 1.80816 -1.30223 -0.04434 -0.030 -0.005 -0.011 0.3224
H 1.34685 -2.14309 -1.52872 -0.032 0.023 0.049 0.3209
H 0.92460 1.55030 0.75346 -0.046 -0.011 -0.034 0.3374
H -1.14595 -1.45584 1.33265 0.014 0.036 -0.014 0.2163
H -2.39055 -0.83643 0.22859 0.029 0.034 0.017 0.3496
H -2.45718 -0.42280 1.94052 0.059 0.024 -0.064 0.3824
H 0.89856 0.01549 1.65553 -0.035 -0.006 -0.016 0.2282
H 0.21205 1.50012 2.34979 -0.024 -0.030 -0.075 0.3710
```
Positions in Å, forces in eV/Å.

- Among the records above, which one has the lowest max |F|?
  number 3

- What is the max |F| in the eighth record?
  0.077 Eh/bohr

- What is the formula in the first record?
  C4H11N3O2